Density functional theory data (ωB97M-V/def2-TZVPD) for a cluster of 2 separate species, C15H13N4 in total in a non-equilibrium geometry.

## Properties
HOMO energy in eV: -3.2
Orbital gap in eV: 5.595
F_max in eV/A: 3.45
Total charge: -1
Lowest unoccupied orbital energy in eV: 2.37
Multiplicity: 1
Energy relative to the best compared isomer or geometry (same formula, charge and spin) in kcal/mol: 0.0

```
32
Properties=species:S:1:pos:R:3:lowdin_charge:R:1
N -3.480 -2.089 -0.626 0.14
N -3.114 2.186 -1.872 0.15
N 0.366 0.972 -1.048 0.02
N 2.395 1.470 -1.904 0.07
C -0.297 -2.529 3.464 -0.09
C 1.762 0.662 -2.789 -0.42
C -1.466 0.492 0.690 0.00
C -0.680 -1.817 1.182 -0.02
C 2.380 0.226 -4.064 -0.10
C 1.856 2.489 0.295 -0.08
C -2.381 0.251 -0.299 -0.26
C -3.005 -1.029 -0.460 -0.21
C -2.808 1.300 -1.169 -0.20
C -1.057 -0.535 1.638 -0.20
C 1.533 1.645 -0.857 -0.48
C -0.308 -2.804 2.090 -0.07
C 0.476 0.346 -2.240 -0.17
C -0.663 -1.255 3.928 -0.10
C -1.004 -0.256 3.023 -0.03
H -1.071 1.500 0.830 0.12
H 2.081 3.502 -0.058 0.06
H 1.684 -0.388 -4.641 0.06
H -0.025 -3.315 4.170 0.10
H -0.273 -0.282 -2.711 0.07
H -1.264 0.753 3.355 0.11
H 2.738 2.086 0.807 0.06
H 1.016 2.521 0.993 0.05
H -0.642 -1.997 0.105 0.12
H 3.287 -0.364 -3.873 0.06
H -0.033 -3.792 1.719 0.10
H 2.665 1.094 -4.674 0.06
H -0.668 -1.045 4.998 0.10
```

Density functional theory data (ωB97M-V/def2-TZVPD) for a cluster of 12 separate species, C5H34N2O12 in total in a non-equilibrium geometry.

## Properties
HOMO energy in eV: -10.0
Orbital gap in eV: 9.985
F_max in eV/A: 2.02
Total charge: 0
Lowest unoccupied orbital energy in eV: -0.04
SMILES string: CCC[C@H](N)C(N)=O.O.O.O.O.O.O.O.O.O.O.O
Multiplicity: 1
Energy relative to the best compared isomer or geometry (same formula, charge and spin) in kcal/mol: 56.4

```
53
Properties=species:S:1:pos:R:3:lowdin_charge:R:1
O -1.396 -4.165 0.211 -0.05
O -1.202 -2.556 2.431 -0.09
O -4.017 0.450 0.002 -0.07
O 4.039 0.772 -1.396 -0.04
O 0.853 2.951 3.013 -0.04
O -1.150 -0.871 -2.697 -0.09
O -0.546 -3.444 -2.155 -0.09
O 0.930 0.525 -4.326 -0.07
O -1.134 1.662 0.211 0.03
O -2.802 3.737 0.318 -0.09
O -3.202 0.923 -2.533 -0.07
O 3.553 1.736 2.385 -0.05
N -0.441 0.191 2.269 0.05
N 0.977 1.847 -0.672 0.21
C 0.576 0.263 1.134 -0.23
C 3.163 -1.730 0.860 -0.12
C 0.035 1.342 0.144 -0.49
C 0.719 -1.150 0.498 -0.18
C 1.713 -2.116 1.154 -0.23
H 0.995 -0.903 -0.553 0.11
H 1.579 -3.086 0.620 0.12
H 3.488 -0.754 1.227 0.05
H -2.831 1.619 -3.108 0.07
H -3.230 2.879 0.064 0.03
H -2.316 -4.338 0.399 0.06
H -0.618 -1.694 -2.748 0.03
H 0.752 2.621 -1.309 0.14
H -1.293 0.518 1.843 0.06
H 4.777 0.182 -1.273 0.04
H -3.187 0.773 0.344 -0.02
H 3.215 1.599 3.268 0.03
H -2.666 0.189 -2.896 0.01
H 0.090 3.437 2.659 0.06
H 1.536 -2.118 2.222 0.10
H 0.650 2.849 3.946 0.05
H 3.940 -2.503 1.005 0.08
H -0.512 -4.182 -2.777 0.06
H 2.824 2.147 1.911 0.00
H 1.908 1.472 -0.551 0.08
H -0.269 0.758 3.082 0.06
H 1.593 0.520 1.503 0.11
H -0.271 -1.681 0.398 0.10
H -1.079 -1.557 2.450 0.02
H -2.328 3.420 1.099 0.01
H -1.643 -1.200 -1.932 0.05
H -1.071 -3.428 0.748 0.00
H -4.098 0.359 -0.961 0.01
H 0.659 0.113 -3.481 0.00
H -0.826 -2.731 3.292 0.04
H -1.094 -3.950 -1.493 0.03
H 3.257 -1.501 -0.230 0.06
H 1.667 1.125 -4.111 0.03
H 3.739 0.759 -2.300 0.03
```

Density functional theory data (ωB97M-V/def2-TZVPD) for the ion C4H10NOS with charge +1 in a non-equilibrium geometry.

## Properties
HOMO energy in eV: -13.0
Orbital gap in eV: 8.969
F_max in eV/A: 2.23
Total charge: +1
Lowest unoccupied orbital energy in eV: -3.98
SMILES string: [NH3+][C@@H](C=O)CCS
Multiplicity: 1
Energy relative to the best compared isomer or geometry (same formula, charge and spin) in kcal/mol: 41.0

```
17
Properties=species:S:1:pos:R:3:lowdin_charge:R:1
S 1.666 -0.435 1.546 0.76
O -1.678 -1.326 -1.228 0.11
N -1.897 1.465 -0.720 0.25
C 1.638 -0.132 -0.251 -0.52
C -1.240 -0.878 -0.203 -0.20
C 0.598 0.959 -0.632 -0.20
C -0.799 0.561 -0.113 -0.27
H 0.987 1.808 -0.072 0.12
H -1.420 2.283 -1.099 0.17
H 0.558 1.026 -1.716 0.13
H 2.592 0.362 -0.443 0.07
H -2.324 0.935 -1.488 0.17
H 1.571 -1.034 -0.842 0.09
H 1.649 -1.773 1.526 -0.12
H -0.916 -1.546 0.609 0.13
H -0.733 0.867 0.929 0.13
H -2.564 1.708 0.007 0.18
```

Density functional theory data (ωB97M-V/def2-TZVPD) for a structure of composition C12H20IrN2OSbSe6.

## Properties
HOMO energy (alpha / beta) in eV: -9.4 / -10.0
Expectation value of S²: 0.7567
Orbital gap (alpha / beta) in eV: 6.553 / 6.993
F_max in eV/A: 0.63
Total charge: +1
Lowest unoccupied orbital energy (alpha / beta) in eV: -2.81 / -3.00
Multiplicity: 2
Energy relative to the best compared isomer or geometry (same formula, charge and spin) in kcal/mol: 18.6

```
43
Properties=species:S:1:pos:R:3:mulliken_spin:R:1
Ir -0.347 -0.661 -0.071 0.75
Sb -4.481 2.702 0.112 0.01
Se -0.507 -1.970 -2.109 0.00
Se -3.635 0.688 1.496 -0.01
Se -2.924 2.747 -1.830 0.00
Se -2.534 4.311 -0.058 0.01
Se 0.683 1.259 -1.468 0.14
Se -2.705 -0.721 -0.131 0.10
O 1.774 -1.324 0.277 0.02
N 1.832 -1.937 2.470 0.00
N -0.218 0.428 1.709 -0.01
C 0.486 0.480 -3.246 0.00
C 2.379 -1.778 1.260 -0.02
C 0.745 -1.010 -3.274 0.00
C -0.512 1.735 1.717 0.00
C 2.620 1.128 -1.356 0.00
C 0.618 -3.525 -1.835 0.00
C 3.811 -2.200 1.101 0.00
C 0.153 -0.159 2.861 0.00
C 0.253 0.562 4.038 0.00
C 0.447 -1.635 2.829 0.03
C -0.018 1.921 4.037 0.00
C -0.407 2.516 2.851 0.00
H -0.857 2.160 0.786 0.00
H 0.283 -2.058 3.818 0.00
H 1.558 -3.209 -1.392 0.00
H -0.653 3.566 2.790 0.00
H 4.297 -2.436 2.045 0.00
H 2.431 -2.296 3.194 0.00
H 0.775 -4.015 -2.793 0.00
H 0.084 -4.194 -1.165 0.00
H 0.612 -1.408 -4.280 0.00
H -0.530 0.725 -3.556 0.00
H -0.232 -2.127 2.131 -0.03
H 3.842 -3.080 0.458 0.00
H 4.358 -1.403 0.600 0.00
H 0.060 2.497 4.949 0.00
H 2.903 1.500 -0.373 0.00
H 1.749 -1.255 -2.928 0.00
H 1.179 1.006 -3.901 0.00
H 2.938 0.095 -1.456 0.00
H 0.536 0.053 4.949 0.00
H 3.061 1.759 -2.123 0.01
```

Density functional theory data (ωB97M-V/def2-TZVPD) for the ion C5H13N2O with charge +1 in a non-equilibrium geometry.

## Properties
HOMO energy in eV: -13.6
Orbital gap in eV: 10.269
F_max in eV/A: 1.83
Total charge: +1
Lowest unoccupied orbital energy in eV: -3.34
SMILES string: C[C@@H]([NH3+])C(=O)N(C)C
Multiplicity: 1
Energy relative to the best compared isomer or geometry (same formula, charge and spin) in kcal/mol: 22.4

```
21
Properties=species:S:1:pos:R:3:lowdin_charge:R:1
O -0.985 1.355 -0.043 0.06
N 1.222 1.766 1.054 0.22
N -0.871 -0.899 -0.322 -0.11
C -0.235 -2.173 0.130 0.01
C -2.289 -0.935 -0.687 -0.01
C -0.394 0.279 0.092 -0.44
C 1.105 0.394 0.438 -0.24
C 1.996 0.274 -0.800 0.00
H 0.043 -2.070 1.168 0.09
H 0.848 2.435 0.377 0.17
H 0.486 1.831 1.748 0.17
H 1.387 -0.326 1.206 0.15
H -1.009 -2.932 0.047 0.10
H 2.018 -0.772 -1.081 0.09
H 1.570 0.808 -1.650 0.11
H -2.506 -0.038 -1.261 0.09
H -2.999 -0.879 0.141 0.11
H 2.960 0.700 -0.540 0.09
H -2.462 -1.815 -1.296 0.10
H 2.135 2.019 1.442 0.19
H 0.513 -2.459 -0.604 0.09
```

Density functional theory data (ωB97M-V/def2-TZVPD) for a cluster of 3 separate species, C3H4INO in total.

## Properties
HOMO energy in eV: -9.3
Orbital gap in eV: 9.833
F_max in eV/A: 0.98
Total charge: 0
Lowest unoccupied orbital energy in eV: 0.50
Multiplicity: 1
Energy relative to the best compared isomer or geometry (same formula, charge and spin) in kcal/mol: 3.2

```
10
Properties=species:S:1:pos:R:3:lowdin_charge:R:1
I -4.671 0.716 -0.021 0.37
O -1.576 4.738 0.391 0.01
N -1.267 1.299 0.156 0.12
C -0.240 0.797 0.090 -0.24
C -1.287 4.443 -0.657 -0.03
C 1.039 0.167 -0.003 -0.05
H 1.522 0.479 -0.927 0.09
H 0.911 -0.914 -0.003 0.09
H -3.138 1.098 0.052 -0.46
H 1.652 0.459 0.846 0.09
```

Density functional theory data (ωB97M-V/def2-TZVPD) for a cluster of 34 separate species, H68O34 in total in a non-equilibrium geometry.

## Properties
HOMO energy in eV: -10.7
Orbital gap in eV: 10.720
F_max in eV/A: 2.92
Total charge: 0
Lowest unoccupied orbital energy in eV: 0.01
Multiplicity: 1
Energy relative to the best compared isomer or geometry (same formula, charge and spin) in kcal/mol: 20.0

```
102
Properties=species:S:1:pos:R:3:lowdin_charge:R:1
O 0.766 -1.541 0.590 -0.06
O -4.428 0.987 -2.061 -0.05
O -3.678 -1.246 -3.291 -0.03
O 1.573 4.257 -2.541 -0.04
O 3.133 0.673 0.531 -0.09
O -0.393 1.786 -1.677 -0.06
O 4.451 -1.338 2.284 -0.06
O 4.027 -0.611 -4.730 -0.04
O 1.500 -1.168 -3.065 -0.07
O -4.045 0.535 0.928 -0.05
O 0.353 -3.479 -1.979 -0.08
O 5.717 -0.880 -0.107 -0.06
O 5.306 -2.516 -2.408 -0.09
O -1.495 2.600 2.113 -0.05
O 2.833 -3.413 2.495 -0.05
O 0.871 1.101 2.064 -0.09
O 2.597 1.651 -1.994 -0.04
O -1.528 -3.588 0.005 -0.08
O -4.816 2.299 3.313 -0.08
O -4.195 -2.454 -0.653 -0.06
O -0.423 0.410 -4.105 -0.06
O 3.303 1.191 3.343 -0.06
O -1.366 0.089 0.363 -0.05
O 5.641 -3.742 3.043 -0.05
O -2.753 3.544 -1.988 -0.08
O 2.522 -4.076 -0.309 -0.06
O -2.563 1.368 4.705 -0.06
O 0.637 -1.103 3.449 -0.06
O -6.971 2.253 -1.404 -0.07
O -0.748 -3.299 2.412 -0.07
O 1.055 3.364 0.529 -0.06
O -4.984 3.909 -0.230 -0.06
O -0.797 4.288 -3.798 -0.06
O -2.767 -1.073 3.414 -0.02
H -0.807 -0.641 0.611 0.00
H 0.707 -2.701 -2.508 0.04
H -4.015 -0.380 -3.138 -0.02
H 2.769 1.274 -1.149 -0.02
H -1.845 1.747 4.199 0.02
H 1.683 2.850 1.084 0.03
H 4.659 -1.256 -4.381 0.03
H 0.277 3.307 1.117 0.01
H 1.427 -1.338 4.001 0.09
H -0.978 1.212 -1.126 0.05
H 2.423 -1.110 -3.406 0.05
H 6.364 -0.214 -0.073 0.03
H -2.568 0.428 4.450 0.02
H 6.140 -3.014 -2.624 0.07
H 0.063 -4.148 -2.622 0.08
H 5.597 -2.874 3.434 0.02
H 2.343 1.271 3.087 0.02
H 2.188 3.526 -2.393 0.02
H -3.880 1.792 -2.227 0.05
H 1.152 -2.241 1.199 0.05
H -6.350 2.858 -0.955 0.00
H -1.085 -3.524 1.525 -0.02
H 0.162 -1.951 3.297 0.02
H 0.775 0.201 2.452 0.01
H -5.550 2.280 3.927 0.04
H 1.894 1.074 -2.336 0.03
H 2.946 0.289 1.397 -0.01
H -2.378 2.921 2.274 0.04
H 1.900 -3.845 -1.028 0.01
H -4.402 1.104 1.642 0.03
H 2.921 -3.754 1.585 0.03
H -7.251 1.633 -0.711 0.06
H 4.422 0.242 -4.703 0.03
H -0.896 -3.054 -0.567 0.05
H -4.115 1.026 0.112 0.01
H 1.338 4.582 -1.684 0.03
H -2.447 -3.384 -0.257 0.03
H -2.038 3.726 -2.657 0.03
H -2.229 -1.824 3.256 0.00
H 0.406 1.904 -1.161 0.02
H -4.958 4.729 0.245 0.04
H -2.876 -1.144 -3.756 0.01
H 3.589 -1.815 2.265 0.04
H 3.678 -3.643 2.830 -0.01
H -2.117 3.239 -1.332 0.03
H 3.668 2.049 3.256 0.03
H -5.343 1.246 -1.973 0.02
H -2.298 -0.146 0.514 0.02
H 0.991 -0.753 -3.792 0.03
H -1.567 1.693 1.752 0.03
H 0.084 4.255 -3.401 -0.01
H -0.750 -4.133 2.903 0.07
H 4.026 0.245 0.246 0.07
H 3.337 -4.416 -0.711 0.06
H -4.056 -1.951 -1.470 0.01
H 1.390 -1.591 -0.169 0.06
H 5.511 -2.019 -1.596 -0.01
H -0.877 1.024 -4.652 0.03
H 5.822 -4.408 3.721 0.06
H -4.649 -3.180 -1.092 0.05
H 0.387 1.686 2.650 0.04
H 5.397 -1.222 0.789 0.06
H 4.309 -0.515 2.740 0.02
H -0.255 0.939 -3.286 0.02
H -3.562 -1.126 2.859 0.07
H -4.157 3.958 -0.789 0.04
H -4.057 1.890 3.831 0.02
H -0.727 4.335 -4.768 0.07
```

Density functional theory data (ωB97M-V/def2-TZVPD) for the molecule C4H6O2.

## Properties
HOMO energy in eV: -10.6
Orbital gap in eV: 11.616
F_max in eV/A: 0.78
Total charge: 0
Lowest unoccupied orbital energy in eV: 1.07
SMILES string: O=COC1CC1
Multiplicity: 1
Energy relative to the best compared isomer or geometry (same formula, charge and spin) in kcal/mol: 37.9

```
12
Properties=species:S:1:pos:R:3:lowdin_charge:R:1
O 0.070 -0.523 1.210 -0.01
O -0.497 1.402 2.318 0.11
C 0.606 -0.851 -1.163 -0.08
C -0.235 0.396 -1.068 -0.09
C 0.676 0.010 0.055 -0.32
C -0.751 0.311 1.900 -0.33
H 0.093 -1.805 -1.079 0.11
H 1.462 -0.852 -1.830 0.10
H 1.571 0.593 0.238 0.15
H -1.302 0.253 -0.915 0.11
H -1.715 -0.202 1.991 0.14
H 0.023 1.268 -1.660 0.10
```

DFT total energy values (in Eh) by entry order: -798.42869, -1223.29310, -686.30571, -15407.08315, -382.82596, -544.37780, -2599.12335, -306.44591.